The following is a quantum chemistry calculation of an isolated ion of composition C4H11N2O and charge -1, from the OMol25 dataset.

Summary:
ΔE to the lowest compared entry with this formula, charge and spin: 222.6 kJ/mol
E: -343.68638 Eh
LUMO energy: 4.1 eV
Total charge: -1
Gap between HOMO and LUMO: 6.8 eV
HOMO energy: -2.69 eV

Element x y z (Å)
C  -0.7697  -0.6259  0.4529
N  -0.6633  -1.5473  -0.6541
C  -0.7669  -0.8532  -2.1457
O  -0.8879  0.4713  -2.2200
C  0.3133  0.4638  0.4294
C  -0.0246  1.6365  1.3938
N  1.7664  -0.0098  0.7860
H  -1.6596  0.0865  0.3197
H  -0.9343  -1.0953  1.4635
H  0.3078  -1.9743  -0.7038
H  0.1477  -1.3835  -2.5632
H  -1.6773  -1.4341  -2.4515
H  0.4229  0.8844  -0.5246
H  -0.1773  1.0700  2.3333
H  -1.0066  2.2034  1.1937
H  0.8147  2.2788  1.5318
H  2.2632  -0.8787  0.3313
H  2.5314  0.7075  1.0276

Atomic forces in eV per Å
-0.29 1.80 -0.35
1.40 -0.54 -0.40
-0.88 0.14 1.01
0.44 -1.60 -0.04
2.30 0.50 1.39
-1.59 -1.77 0.62
1.71 -1.00 0.55
0.61 -1.41 -0.20
0.54 0.20 -0.80
-1.55 0.80 0.70
-0.39 0.64 -0.38
0.32 0.33 -0.52
-0.61 0.07 -1.55
-0.01 0.72 0.17
1.67 -0.89 -0.15
0.48 0.76 -0.03
-1.99 2.57 0.83
-2.14 -1.33 -0.86

Here are the natural (NBO) charges for atoms 1 to 4, given in e:
1 C -0.24
2 N -0.73
3 C 0.16
4 O -0.91